One molecule with the formula C19H21ClFN3O. Source: OMol25; level of theory: wB97M-V/def2-TZVPD.

Structure (XYZ):
```
46
Properties=species:S:1:pos:R:3:forces:R:3:mulliken_charge:R:1
Cl -1.17156 -0.15845 2.24447 -0.294 0.063 0.133 -0.235
F -2.31388 -2.99792 0.27841 0.155 0.133 -0.115 -0.398
O 2.37751 2.95606 0.27498 0.282 0.119 0.006 -0.663
N 0.72439 1.44136 0.67825 -0.314 -0.182 0.176 0.283
N -1.37390 1.50342 -1.09784 -0.273 0.093 -0.072 0.633
N -1.61344 -1.04195 -1.57374 -0.252 -0.099 -0.222 0.093
C -1.00256 -2.69349 0.08698 0.111 -0.126 0.071 0.630
C -1.19653 2.91128 -0.77632 0.009 0.139 -0.037 -0.937
C 1.10934 -1.18818 3.22019 0.072 0.063 0.007 -0.583
C -0.84306 1.15146 -2.40677 0.145 -0.084 0.024 -0.804
C 2.72986 0.46878 1.69475 0.077 0.096 -0.089 -0.499
C 1.66584 -2.23336 -0.31316 0.158 -0.168 0.067 -0.868
C -1.26448 -0.29100 -2.75104 0.040 0.022 -0.018 -1.376
C 1.24115 2.56299 0.11776 -0.235 0.197 -0.177 0.701
C -2.75253 1.05869 -0.98229 -0.039 -0.072 0.002 -0.818
C 2.48643 -1.27277 3.33290 -0.020 -0.029 0.069 -0.527
C 0.55335 -0.27474 2.34692 0.225 0.046 -0.003 0.838
C 3.28915 -0.43952 2.57392 -0.052 -0.067 0.018 -0.709
C -2.78191 -0.48464 -0.92210 -0.266 0.076 0.109 -0.998
C 1.27558 -3.17887 0.61635 0.052 -0.003 -0.118 -0.608
C -0.64580 -1.70353 -0.84087 0.188 -0.322 0.197 0.602
C 0.72706 -1.50933 -1.02385 -0.225 0.015 -0.007 -0.218
C 0.26782 3.35028 -0.75773 -0.081 -0.063 -0.017 -0.812
C 1.34733 0.56370 1.55903 0.192 -0.088 0.288 -0.080
C -0.07583 -3.40904 0.81207 -0.151 0.086 -0.103 -0.539
H 0.31276 4.38534 -0.41033 0.056 -0.071 -0.035 0.490
H 2.71491 -2.04295 -0.48094 0.096 0.031 -0.015 0.420
H -0.42626 -4.15353 1.50986 -0.081 -0.070 0.070 0.481
H 0.68389 3.35268 -1.76792 0.037 0.032 0.049 0.264
H -1.63452 3.07823 0.21283 -0.024 0.009 -0.060 0.362
H 1.07226 -0.77029 -1.72754 -0.002 0.144 -0.097 0.211
H 2.92405 -1.98369 4.01632 0.042 -0.071 0.075 0.429
H -0.47740 -0.80805 -3.30026 -0.069 0.042 -0.043 0.491
H -1.20731 1.84222 -3.18750 0.041 -0.009 0.044 0.387
H -3.36084 1.42809 -1.82516 0.008 0.045 0.045 0.350
H 2.00810 -3.73594 1.17768 0.076 -0.047 0.068 0.429
H 3.35293 1.12398 1.10942 0.010 0.018 -0.029 0.508
H 0.24493 1.22923 -2.36305 -0.002 0.040 -0.094 0.474
H -2.80445 -0.80242 0.11696 -0.009 -0.010 -0.145 0.432
H -2.15776 -0.27311 -3.38508 0.101 0.012 -0.029 0.375
H 0.46686 -1.82254 3.81095 -0.093 -0.037 0.014 0.425
H -0.23075 1.19701 0.41081 0.223 0.055 -0.169 -0.137
H 4.36327 -0.49691 2.66294 0.103 0.008 0.001 0.389
H -3.68820 -0.85663 -1.41488 -0.007 0.042 0.103 0.296
H -3.17875 1.46276 -0.06230 -0.020 0.039 -0.054 0.417
H -1.73707 3.55527 -1.49407 0.011 -0.047 0.109 0.399
```
Forces are in eV/Å.

## Properties
E_HOMO   -7.82 eV
SMILES   O=C(CCN1CCN(c2ccccc2F)CC1)Nc1ccccc1Cl
Gap between HOMO and LUMO   0.313 Eh
E_LUMO   0.7 eV

***

One molecule with the formula C19H21ClI2N3OP in a non-equilibrium geometry. Source: OMol25; level of theory: wB97M-V/def2-TZVPD.

Structure (XYZ):
```
48
Properties=species:S:1:pos:R:3:forces:R:3:mulliken_charge:R:1
I -2.39554 1.65517 -3.06561 0.149 0.152 0.029 0.084
I -3.89587 -0.02169 1.20873 0.038 -0.122 0.020 0.211
Cl 0.33650 4.07223 2.96134 -0.058 0.162 -0.050 -0.194
P -2.53204 3.49044 1.81943 -0.223 0.127 1.022 0.751
O 1.17194 -1.23077 -3.44200 -0.480 0.570 -0.866 -0.417
N -2.67579 3.91171 3.32428 -0.090 -0.117 -0.361 -0.791
N -0.26562 -0.64857 -0.44780 0.142 0.116 0.208 -0.272
N 2.18808 -0.08504 0.77157 -0.437 0.053 -0.212 -0.629
C 0.28447 -2.05560 -2.91151 1.634 -1.404 1.167 0.457
C -1.13587 2.37916 1.40459 0.085 0.327 -0.024 0.908
C 1.10155 0.71232 0.95903 0.069 0.184 0.224 0.040
C 1.17944 -2.69041 -4.08492 -2.662 1.261 -0.838 -1.079
C 2.48855 2.16461 2.36937 -0.183 -0.280 0.045 -1.288
C 2.18136 -3.65184 1.43555 0.471 -0.156 0.171 -1.102
C 2.03406 -1.11833 -0.01021 0.283 -0.153 -0.170 0.597
C 0.12415 2.66737 1.99810 0.058 -0.302 -0.273 -0.007
C -3.09119 2.04272 -1.04070 -0.096 -0.450 -0.037 -0.329
C 0.54495 -2.61014 -1.51231 -0.070 0.802 -0.491 -1.198
C 3.24898 -1.97528 -0.23169 0.315 0.401 0.307 -0.986
C 1.22065 1.86178 1.78468 0.243 0.173 0.237 0.964
C -2.50583 0.90645 -0.16874 -0.126 0.544 -0.140 -1.556
C -4.59627 2.18241 -1.11874 -0.050 0.508 -0.429 -1.519
C 0.77133 -1.41772 -0.62013 -0.344 -0.079 0.316 0.292
C -1.25307 1.29429 0.56467 -0.013 -0.259 -0.066 0.521
C 3.56034 2.33092 2.87455 0.256 0.218 -0.256 -0.030
C -0.12517 0.44729 0.35012 -0.167 -0.281 -0.209 -0.731
C 3.45761 -3.01098 0.88881 -0.093 -0.245 -0.143 -0.519
H -0.34931 -3.14125 -1.19430 0.121 -0.212 0.168 0.407
H 1.40890 -3.25006 -1.59700 -0.030 -0.209 0.270 0.408
H 1.64905 -2.95974 2.08550 -0.253 0.036 -0.144 0.276
H 4.55544 2.53635 3.18307 -0.004 -0.032 0.219 0.499
H -0.75020 -1.85382 -3.18206 -0.153 -0.230 -0.015 0.491
H -5.03931 2.45534 -0.16230 0.005 -0.219 0.096 0.372
H -2.61364 2.98703 -0.80330 -0.035 0.075 -0.003 0.595
H -3.57614 3.59407 3.66922 0.072 0.029 0.164 0.222
H 4.08683 -1.28042 -0.18845 0.092 -0.011 -0.113 0.388
H -5.06802 1.29277 -1.52644 -0.030 -0.163 0.212 0.424
H 0.23798 -2.76206 -4.70237 0.265 0.539 -0.383 0.249
H 3.27111 -2.41043 -1.22737 -0.218 -0.165 -0.001 0.446
H -2.25772 0.09109 -0.82646 -0.059 -0.329 0.185 0.741
H 4.11610 -3.79771 0.51980 0.062 0.011 -0.097 0.382
H 1.53606 -4.03346 0.64706 -0.147 0.114 -0.029 0.223
H -4.82550 2.99475 -1.80817 -0.025 0.043 -0.030 0.455
H -3.66925 2.82445 1.35192 0.195 0.025 -0.401 -0.083
H 2.45690 -4.50963 2.04840 -0.047 -0.030 0.089 0.431
H -2.34562 4.54854 0.90579 0.088 -0.063 -0.102 0.146
H 3.99753 -2.53388 1.70510 -0.064 0.075 0.090 0.336
H 1.75710 -2.39445 -4.95812 1.514 -1.032 0.645 0.415
```
Forces are in eV/Å.

## Properties
E_HOMO   -8.79 eV
SMILES   C#Cc1c(Cl)c([PH2]=N)c([C@@H](I)[C@H](C)I)c2nc(C[C@@H]3CO3)c(CCC)nc12
Gap between HOMO and LUMO   0.287 Eh
E_LUMO   -1.0 eV

***

C19H21ClOPV as an isolated structure in a non-equilibrium geometry. Source: OMol25; level of theory: wB97M-V/def2-TZVPD.

Structure (XYZ):
```
44
Properties=species:S:1:pos:R:3:forces:R:3:mulliken_charge:R:1
V 2.45467 0.76310 1.24632 1.685 0.199 1.250 0.366
Cl 4.57996 0.37879 1.74102 -1.249 -0.143 -0.608 -0.358
P 0.49761 -0.09401 0.19541 -1.879 -1.771 -1.379 1.097
O 2.01849 2.18703 2.48867 -0.117 -0.487 0.105 -0.354
C -0.75729 -0.60568 2.63310 -0.146 -0.193 -0.496 -0.430
C 1.06737 -1.77188 -2.02975 0.219 -0.082 -0.215 -0.282
C 2.57104 -3.57054 -0.50177 0.047 -0.080 -0.006 -0.795
C -2.11446 1.85459 -2.34704 0.049 -0.070 0.128 -0.663
C -1.70490 -1.21590 3.45368 0.034 0.065 0.175 -0.589
C -2.73374 -1.99392 2.91563 0.413 0.293 -0.225 -0.572
C 0.13163 2.38701 -3.02069 0.265 0.039 0.012 -0.718
C -2.79183 -2.17532 1.53390 0.213 0.140 -0.233 -0.720
C 1.66036 -2.88408 -2.63395 -0.077 0.028 0.178 -0.670
C -1.83836 -1.59178 0.69113 0.015 -0.056 0.045 -0.181
C 1.24295 -1.55091 -0.65808 0.231 0.477 0.105 0.951
C -1.24417 2.49789 -3.22806 0.087 -0.376 0.324 -0.565
C -1.62760 1.10309 -1.27221 0.120 -0.092 0.049 -0.352
C -0.24236 0.94960 -1.10214 0.311 0.573 0.062 0.501
C 2.41159 -3.79036 -1.87573 -0.185 0.282 0.250 -0.485
C -0.82082 -0.79594 1.23771 0.239 0.235 0.728 0.673
C 0.64004 1.63146 -1.96682 -0.378 -0.079 0.168 -0.275
C 2.00400 -2.45142 0.10900 0.141 0.112 -0.229 -0.345
C 2.32706 3.35887 1.67559 0.124 0.546 0.579 -0.392
H 1.72050 1.55387 -1.80774 -0.185 -0.021 -0.279 0.361
H -1.88604 -1.75883 -0.38862 0.000 -0.026 0.367 0.536
H 0.47699 -1.08032 -2.62968 0.152 -0.173 0.121 0.387
H 0.04455 0.01322 3.05446 -0.354 -0.243 0.042 0.076
H 1.66415 4.13538 2.05276 0.080 0.251 -0.626 0.371
H 3.38571 3.63906 1.76386 -0.358 -0.169 0.098 0.314
H -3.18814 1.92944 -2.49696 0.171 0.013 0.076 0.445
H -3.57780 -2.78354 1.09708 0.100 0.086 0.051 0.413
H -2.31920 0.62775 -0.57360 0.172 0.177 -0.305 0.501
H 1.52854 -3.05020 -3.70199 -0.007 0.052 0.258 0.421
H 2.15396 -2.26530 1.17552 -0.090 -0.260 -0.109 0.312
H 2.08092 3.07027 0.64227 -0.144 0.325 -0.058 0.166
H -1.62973 3.06776 -4.07330 0.108 -0.134 0.270 0.424
H -5.91312 3.57526 0.83553 0.076 0.157 -0.284 0.020
H 3.13900 -4.28766 0.09009 -0.113 0.251 -0.103 0.417
H -1.64206 -1.08938 4.53015 -0.011 0.029 -0.135 0.404
H 1.77312 2.37369 3.41984 0.313 -0.183 -0.514 0.350
H -5.74772 3.93879 0.19950 -0.072 -0.160 0.282 -0.020
H -3.47776 -2.44879 3.56945 0.238 0.104 -0.198 0.428
H 0.81668 2.88753 -3.69636 -0.042 -0.027 0.082 0.418
H 2.86620 -4.66773 -2.34718 -0.196 0.392 0.198 0.413
```
Forces are in eV/Å.

## Properties
E_HOMO (spin up / spin down)   -15.29 / -15.29 eV
2S+1   3
Gap between HOMO and LUMO (spin up / spin down)   0.208 / 0.244 Eh
Expectation value of S²   2.066
E_LUMO (spin up / spin down)   -9.6 / -8.6 eV
Charge   +2

***

C19H21CrN as an isolated structure in a non-equilibrium geometry. Source: OMol25; level of theory: wB97M-V/def2-TZVPD.

Structure (XYZ):
```
42
Properties=species:S:1:pos:R:3:forces:R:3:mulliken_charge:R:1
Cr 1.30612 1.62295 -1.31966 -0.038 1.000 3.369 0.187
N 1.03626 0.72599 0.76991 1.633 0.522 1.056 0.131
C -0.33519 -1.04010 2.00985 -0.147 -0.063 -0.146 0.105
C 0.54365 2.54650 2.84562 -0.126 -0.310 -0.259 -0.534
C -1.08643 1.55859 -2.77753 -0.404 0.206 -0.432 -0.974
C 1.48636 0.01266 -2.23715 0.465 -0.930 -2.274 -0.317
C -1.05993 -3.65891 2.78709 0.180 0.197 0.062 -0.374
C 1.38238 1.25177 -3.12899 0.653 -1.096 -2.158 -0.713
C 0.16092 -3.11340 3.20011 -0.361 -0.062 -0.069 -0.706
C -1.92440 -2.89065 2.00404 0.301 0.139 0.079 -0.849
C -1.56273 -1.60702 1.59220 -0.064 0.004 0.200 0.199
C 1.48830 2.85165 1.87739 0.261 -0.247 -0.633 -0.736
C -0.60144 1.33196 -1.31988 -1.723 0.549 0.032 -0.291
C 0.43769 -1.08950 -2.31563 -0.425 -0.455 0.668 -1.332
C -0.08051 1.29717 2.79469 -0.093 -0.099 0.033 -0.421
C 0.49436 -1.80771 2.83981 -0.050 0.107 -0.140 -0.348
C -1.10697 0.10489 -0.67823 -0.012 1.523 -1.152 -1.134
C 0.05552 1.48581 -3.82010 -0.171 -0.012 -0.341 -0.762
C 1.73663 1.90012 0.86686 -0.883 -0.619 1.331 0.164
C -0.48895 -1.16381 -1.05855 0.397 -1.121 -0.600 0.272
C 0.18448 0.38467 1.76640 -0.014 0.481 0.066 0.118
H 2.04094 3.78643 1.85371 -0.098 -0.124 0.201 0.437
H 0.30046 3.23395 3.65286 0.124 -0.063 -0.211 0.420
H 0.96163 -2.05786 -2.38295 -0.251 0.234 -0.002 0.550
H 0.84760 -3.69400 3.81820 -0.222 0.155 -0.174 0.368
H 0.13985 -1.52817 -0.22904 -0.007 -0.018 -0.294 0.127
H -2.04426 0.16205 -0.14095 0.129 0.121 -0.066 0.438
H -0.15814 0.69013 -4.54932 -0.010 0.040 0.036 0.305
H 2.60286 2.03608 0.16206 -0.355 -0.041 0.806 0.384
H -2.24962 -1.11528 0.88810 0.556 -0.242 0.935 0.328
H 1.42226 -1.35910 3.20405 -0.222 -0.215 -0.147 0.403
H -0.77793 0.97740 3.56896 0.220 0.215 -0.103 0.443
H 2.26527 1.48878 -3.73775 -0.156 -0.141 0.031 0.411
H -1.57443 2.54613 -2.83506 0.161 -0.258 0.037 0.392
H -0.19062 -1.02962 -3.21715 0.208 0.209 0.138 0.235
H -2.89264 -3.28657 1.68811 0.367 0.053 0.079 0.398
H -1.34269 -4.67212 3.07582 0.121 0.279 -0.050 0.373
H -1.26670 -1.93857 -1.18001 0.271 0.008 -0.074 0.534
H -0.84050 2.23671 -0.70874 -0.354 -0.198 -0.090 0.627
H 0.06804 2.41371 -4.41131 0.182 -0.171 0.183 0.420
H -1.87105 0.84129 -3.05692 0.097 0.076 0.219 0.257
H 2.49356 -0.43500 -2.16095 -0.138 0.367 -0.145 0.461
```
Forces are in eV/Å.

## Properties
E_HOMO (spin up / spin down)   -6.30 / -6.99 eV
2S+1   5
Gap between HOMO and LUMO (spin up / spin down)   0.230 / 0.253 Eh
Expectation value of S²   6.115
E_LUMO (spin up / spin down)   0.0 / -0.1 eV

***

One molecule with the formula C19H21F3N2O3S2. Source: OMol25; level of theory: wB97M-V/def2-TZVPD.

Structure (XYZ):
```
50
Properties=species:S:1:pos:R:3:forces:R:3:mulliken_charge:R:1
S -2.79599 2.46982 -0.11373 0.160 0.030 -0.178 -0.249
S 2.21367 -0.40467 0.67324 0.144 0.115 -0.549 1.876
F 3.87997 3.45114 -0.93734 0.274 -0.012 -0.126 -0.303
F 3.09767 2.93390 0.98443 0.047 -0.080 0.192 -0.253
F 2.20065 2.13715 -0.81463 -0.035 -0.070 -0.102 -0.230
O 2.24585 -1.68378 1.33039 0.224 -0.133 -0.237 -0.797
O 1.60047 0.68048 1.36898 0.047 0.142 -0.142 -0.673
O -1.72683 -1.93374 -1.12873 -0.320 0.122 -0.455 -0.615
N -0.80117 -1.67918 0.91702 -0.006 0.114 0.299 0.055
N 1.52503 -0.53136 -0.82609 0.212 0.230 0.784 -0.057
C 5.65651 1.47888 -0.49465 -0.303 -0.040 0.057 -0.856
C 4.82476 -1.03511 0.30259 -0.052 -0.154 0.104 -0.613
C -5.57182 -0.41550 -0.80350 -0.034 -0.088 -0.026 -0.521
C -6.71421 0.16251 -0.27663 -0.096 -0.029 0.010 -0.517
C -6.64552 1.42667 0.28602 -0.115 -0.004 -0.029 -0.417
C -4.36173 0.25523 -0.77180 -0.021 0.008 -0.041 -0.422
C 4.32158 1.26552 -0.16581 0.039 0.286 -0.072 0.135
C 6.56517 0.43565 -0.43093 -0.004 -0.112 0.042 -0.462
C 1.41640 -1.81825 -1.47882 0.102 -0.566 0.043 -0.765
C 6.15213 -0.82453 -0.03299 0.007 0.135 -0.052 -0.738
C 0.48357 -2.81528 -0.76904 -0.078 0.110 -0.122 -0.717
C -0.80105 -2.10793 -0.35903 0.500 -0.524 0.222 0.344
C -1.89462 -0.92793 1.49827 -0.196 0.221 0.105 -0.830
C -5.43891 2.09805 0.33667 0.104 0.001 -0.010 -0.581
C 3.91256 0.00147 0.23910 -0.366 -0.266 0.215 -0.124
C 3.36690 2.43136 -0.22350 -0.060 0.696 -0.141 0.754
C -4.29152 1.51065 -0.18471 0.330 0.153 0.080 0.511
C -1.59713 0.57180 1.56851 -0.034 -0.275 0.039 -0.392
C -1.50036 1.21968 0.18511 -0.464 0.282 0.082 -0.305
H -0.57221 1.78217 0.08457 0.011 0.033 -0.075 -0.003
H -2.07625 -1.31104 2.50653 -0.047 -0.008 -0.094 0.327
H 0.72184 0.06854 -0.92501 -0.117 0.270 0.121 0.294
H -2.77840 -1.11562 0.88383 0.086 -0.009 0.168 0.333
H 7.59727 0.61388 -0.68959 0.097 0.007 -0.024 0.408
H 0.04680 -1.75757 1.46016 -0.066 -0.205 -0.092 0.283
H -0.65233 0.72129 2.09456 -0.117 -0.001 0.079 0.327
H -5.37199 3.08151 0.77683 -0.015 0.083 0.106 0.388
H 1.05588 -1.63181 -2.49267 0.111 0.024 0.089 0.484
H 4.47051 -1.99710 0.63710 0.075 -0.135 0.024 0.543
H 2.42525 -2.23457 -1.53461 -0.087 -0.092 -0.199 0.277
H -2.38651 1.05324 2.14859 0.039 0.009 0.009 0.478
H 0.98072 -3.22638 0.10753 -0.029 -0.051 -0.103 0.312
H 5.97986 2.46123 -0.80230 -0.029 0.046 -0.011 0.490
H 6.85851 -1.63827 0.02094 0.047 -0.078 0.011 0.416
H -3.49322 -0.21168 -1.20953 0.125 -0.045 -0.001 0.497
H -1.56076 0.48198 -0.61273 0.123 -0.060 -0.055 0.276
H -7.53268 1.88913 0.69342 -0.071 0.034 0.033 0.368
H 0.23681 -3.61826 -1.46386 -0.054 0.017 0.059 0.469
H -5.61627 -1.39625 -1.25362 -0.015 -0.090 -0.038 0.425
H -7.65484 -0.36711 -0.30855 -0.072 -0.041 0.001 0.371
```
Forces are in eV/Å.

## Properties
E_HOMO   -7.90 eV
SMILES   O=C(CCNS(=O)(=O)c1ccccc1C(F)(F)F)NCCCSc1ccccc1
Gap between HOMO and LUMO   0.290 Eh
E_LUMO   0.0 eV

***

E for every record listed, in sequence, given in eV: -41802.2208, -64567.0576, -69572.5315, -49948.1143, -58990.3569.